ORCA calculation (ωB97M-V with the def2-TZVPD basis set) on a single C3H5N3 molecule in a non-equilibrium geometry.

The geometry in XYZ format:
```
11
Properties=species:S:1:pos:R:3:nbo_charge:R:1
N 2.02378 -0.32389 -0.19734 -0.83
C 0.64706 -0.06871 -0.04854 0.27
C -0.18237 0.91122 -0.55673 -0.19
N -1.50996 0.40848 -0.29818 -0.53
C -1.32051 -0.63449 0.52597 0.19
N -0.07270 -1.00027 0.64452 -0.50
H 2.23484 -1.20632 0.25975 0.39
H 2.67359 0.38740 0.11132 0.38
H 0.07792 1.69533 -1.25423 0.22
H -2.47795 0.71219 -0.41811 0.42
H -2.07566 -0.88828 1.25110 0.19
```

As for the HOMO energy: -8.00 eV. As for the SMILES: Nc1c[nH]cn1. The LUMO energy is 1.02 eV. The calculated total energy is -281.5686 hartree. For the largest force on an atom, the calculation gives 1.34 eV/A. The HOMO-LUMO gap is 0.332 hartree. As for the energy above the lowest of the compared OMol25 structures with the same formula, charge and spin: 13.48 kcal/mol.